24
Properties=species:S:1:pos:R:3:forces:R:3 method="wB97M-V/def2-TZVPD" energy_ha=-459.823837 e_homo_ev=-8.704 lumo_ev=0.796 spin_multiplicity=1
H 2.10958 -1.86531 0.05798 -0.0227 0.0531 -0.0197
N 2.91505 -1.24472 0.06855 -0.8335 0.3912 0.8570
C 2.57126 -0.01324 0.15564 0.2739 -1.9990 -2.5821
O 3.58176 0.85348 0.02758 2.0641 0.0800 -1.4254
C 1.25094 0.60852 -0.20652 -0.4583 0.4033 1.0252
C 0.06309 -0.34102 -0.17192 0.0127 -0.2294 0.1575
N -1.16054 0.37302 -0.43663 -0.0180 0.0822 -0.1102
C -1.69981 1.28320 0.58275 0.1642 0.2090 0.2413
C -3.12102 0.85618 0.17322 -0.2326 0.0633 0.0069
C -2.45151 -0.34961 -0.52420 -0.1162 -0.1216 -0.2659
C -2.55052 -1.65195 0.25858 -0.0271 -0.1103 0.1082
H 4.23852 0.33021 -0.56546 -1.1238 1.3207 1.9288
H 1.33863 1.05325 -1.20946 0.1915 -0.1840 0.3156
H 1.09867 1.45244 0.48427 -0.1867 -0.1054 -0.1978
H 0.03780 -0.86043 0.80890 0.0313 0.0743 -0.1669
H 0.18334 -1.11267 -0.94879 -0.0096 0.1720 0.1811
H -1.42566 2.34155 0.45827 -0.0796 -0.2996 0.0262
H -1.44441 0.97322 1.61459 -0.0577 0.0624 -0.2071
H -3.59318 1.55314 -0.52931 0.1375 -0.1871 0.1938
H -3.81915 0.61811 0.98497 0.1776 0.0621 -0.2160
H -2.76072 -0.52777 -1.56683 0.0876 0.0565 0.2546
H -2.28628 -1.51066 1.31708 -0.0658 -0.0406 -0.2465
H -3.58392 -2.02448 0.21400 0.2637 0.0729 0.0202
H -1.89292 -2.42563 -0.16282 -0.1725 0.1740 0.1215

---

15
Properties=species:S:1:pos:R:3:forces:R:3 method="wB97M-V/def2-TZVPD" energy_ha=-647.551154 e_homo_ev=-9.754 lumo_ev=-3.362 spin_multiplicity=1
C 1.28296 0.47824 -0.74746 -2.2068 2.5528 3.2413
O 2.38390 0.28070 0.59091 0.1258 -3.1189 -2.3206
C -0.19738 0.23660 -0.22975 0.8519 -0.3681 0.5486
C -0.21056 0.02880 1.32225 0.6060 -0.8308 -1.8770
S -3.59529 -0.39825 -0.51589 0.9509 -0.1473 0.0220
N -0.78663 -0.87713 -0.91951 -2.0422 -2.5656 1.1466
H 1.60981 1.40448 -0.30662 -1.0747 1.2915 -1.0826
H 1.52390 0.55931 -1.77209 0.6390 -0.9371 -1.1344
H 2.00555 -0.45432 -0.27786 1.7105 0.3059 2.1841
H -0.71163 1.16166 -0.46989 -0.2987 -0.0008 -0.1414
H -1.18756 -0.08915 1.76483 -0.4300 -0.2130 -0.2961
H 0.17550 0.95288 1.59786 0.9019 1.4256 1.5114
H 0.50015 -0.78200 1.58850 -0.6587 0.5886 0.0166
H -1.70890 -0.83232 -1.33620 -0.5754 1.2627 -1.6199
H -1.08383 -1.66950 -0.28908 1.5004 0.7544 -0.1985

---

45
Properties=species:S:1:pos:R:3:forces:R:3 method="wB97M-V/def2-TZVPD" energy_ha=-775.143043 e_homo_ev=-9.942 lumo_ev=0.519 spin_multiplicity=1
C -0.37648 0.45629 2.78590 1.0028 0.0022 0.5238
C -0.01657 -0.38854 1.58003 -0.4649 0.0667 -0.2786
O -0.94568 -0.16720 0.52127 -0.0111 -0.2117 0.2297
H 0.17671 0.12505 3.67721 -0.1912 -0.1599 -0.1396
H -1.43853 0.40502 2.99886 -0.1184 0.0925 -0.0578
H -0.03345 1.48619 2.65322 -0.4395 0.0737 -0.1748
H -0.06121 -1.45369 1.81443 -0.0051 0.0164 0.0694
H 0.99360 -0.16796 1.22063 0.0886 -0.0412 0.1515
H -0.60602 0.54797 -0.02854 0.0884 0.0274 -0.3239
C 0.28344 3.44041 -0.14156 -0.2664 0.1772 -0.0863
C 0.69473 2.66233 -1.36224 0.7343 -0.0479 -0.4828
O -0.17649 1.53902 -1.48147 0.0984 0.0136 -0.0984
H -0.80794 3.47636 -0.09620 0.0640 -0.0047 0.0276
H 0.63745 4.46769 -0.19923 0.1588 0.0063 0.0928
H 0.66718 2.97403 0.76413 -0.0463 0.0302 0.0817
H 1.74510 2.33425 -1.28778 -0.2232 -0.1203 0.1889
H 0.68862 3.25660 -2.28329 -0.4507 0.1080 0.1596
H -0.10488 1.15746 -2.36131 0.0225 -0.0518 0.0544
C -0.13118 -4.87221 -1.00313 -0.1147 -0.0629 -0.0352
C 0.66410 -4.48895 0.22730 -0.4730 0.0046 -0.0136
O 0.76078 -5.61725 1.09433 0.0426 0.0454 -0.2034
H -0.34868 -3.97847 -1.59147 0.1578 -0.0408 -0.0772
H -1.09699 -5.30452 -0.73681 0.0731 -0.0198 0.1645
H 0.39977 -5.59949 -1.61826 0.0345 0.0636 -0.0043
H 0.12624 -3.67435 0.73108 0.1909 0.0130 0.0334
H 1.65289 -4.13185 -0.07280 0.0671 0.0053 0.0923
H 1.27781 -5.36393 1.86241 0.0278 -0.0153 0.0578
C 2.46684 -1.71970 -1.63589 -0.2982 0.1971 0.6502
C 3.42098 -1.16092 -0.59687 -0.1640 0.5566 -0.4310
O 4.64501 -0.84060 -1.26113 -0.0444 -0.1781 0.1064
H 1.52206 -1.97717 -1.14702 0.1109 -0.2129 0.0049
H 2.89681 -2.59307 -2.11913 -0.1002 0.0257 -0.2002
H 2.19525 -0.93326 -2.33972 0.3270 -0.1368 -0.2959
H 3.58263 -1.84733 0.23802 0.0163 -0.1032 -0.0662
H 2.96928 -0.23616 -0.20871 0.1182 -0.1219 0.2112
H 5.32295 -0.65678 -0.60549 -0.0189 0.0343 0.0183
C -4.16075 4.12898 0.21622 0.2128 -0.1418 0.0492
C -3.59989 2.73615 0.49979 -0.4407 0.4305 0.0591
O -3.26071 2.13200 -0.73185 0.1093 0.0635 -0.1862
H -3.43743 4.74042 -0.32766 0.0197 -0.0892 -0.0022
H -4.39917 4.64699 1.14701 -0.0424 -0.0738 0.0138
H -5.06638 4.06394 -0.38642 0.0028 -0.0391 -0.0056
H -4.37540 2.14938 1.00950 0.1539 -0.0430 0.0654
H -2.73263 2.81083 1.16459 0.0146 -0.0569 -0.0194
H -2.61379 1.43605 -0.58199 -0.0238 -0.0804 0.0771